1.
C6H9N3 in the gas phase at a distorted geometry. Source: OMol25; level of theory: ωB97M-V/def2-TZVPD.

```
18
Properties=species:S:1:pos:R:3:forces:R:3
C -0.070 0.158 -1.595 0.284 -2.235 -3.401
C -0.515 -0.573 -0.609 -0.665 0.466 3.482
C -1.241 -1.892 -0.728 -1.599 1.189 -0.128
C -0.267 -0.134 0.832 -0.159 -2.810 -0.480
N -0.098 -0.984 1.866 0.081 0.342 -0.817
C 0.392 -0.223 2.877 -0.480 0.148 -0.185
C 0.405 1.112 2.514 1.132 -1.129 1.494
N 0.024 1.086 1.233 0.285 2.037 -1.365
N 0.056 2.206 0.448 -0.429 1.687 -0.085
H -0.239 -0.410 -2.559 0.275 1.258 0.610
H 0.718 0.870 -1.608 0.003 0.789 0.282
H -0.929 -2.416 0.158 -0.068 -0.678 0.247
H -2.433 -1.704 -0.602 2.827 -0.710 -0.741
H -0.860 -2.405 -1.646 -1.029 0.287 0.697
H 0.724 -0.692 3.780 -0.061 0.086 0.376
H 0.901 1.951 2.985 -0.513 0.057 -0.165
H -0.472 2.189 -0.414 0.291 -0.258 0.409
H 0.908 2.751 0.486 -0.175 -0.525 -0.230
```
Forces are in eV/Å.

The multiplicity is 1. For the orbital gap, the calculation gives 0.33413 Eh. The structure (SMILES) is C=C(C)c1nccn1N. The electronic energy is -10835.732 eV.

---

2.
2 unconnected molecules or ions with the total composition C6H9N3O at a distorted geometry. Source: OMol25; level of theory: ωB97M-V/def2-TZVPD.

```
19
Properties=species:S:1:pos:R:3:forces:R:3
C -0.985 -1.215 2.753 0.169 1.279 -0.907
C -1.212 -0.887 1.486 -0.729 0.557 -1.296
C -0.652 0.921 2.575 -1.984 -3.209 -1.698
C 1.125 0.767 -0.972 -3.205 0.571 1.509
C 1.698 -0.579 -2.809 -0.388 0.990 0.034
C -1.216 1.188 0.142 2.060 -0.916 -0.786
N -0.628 -0.064 3.418 0.713 1.210 1.088
N -1.137 0.478 1.293 1.247 -0.500 2.574
N 0.696 -0.040 -1.867 3.319 -0.103 -0.950
O -0.433 -0.502 -2.141 -2.448 0.034 0.478
H -1.067 -2.210 3.084 0.195 -0.664 1.081
H -1.410 -1.477 0.664 -0.586 -1.242 -1.504
H -0.423 1.913 2.595 0.724 2.483 1.001
H 2.127 1.010 -0.654 0.207 -0.210 -0.695
H 1.343 -1.107 -3.636 -1.337 -0.552 -0.988
H 2.360 0.146 -3.126 0.865 2.218 -0.996
H 2.364 -1.166 -2.333 1.753 -2.603 2.141
H -1.258 2.266 0.316 0.006 -0.415 -0.695
H -1.292 0.557 -0.787 -0.579 1.072 0.608
```
Forces are in eV/Å.

The multiplicity is 1. For the orbital gap (spin up / spin down), the calculation gives 0.30346 / 0.25496 Eh. The electronic energy is -12878.299 eV.

---

3.
A molecular structure, C6H9N3O4 at a distorted geometry. Source: OMol25; level of theory: ωB97M-V/def2-TZVPD.

```
22
Properties=species:S:1:pos:R:3:forces:R:3
C 2.033 -1.187 0.339 -1.460 1.535 0.107
C -2.228 0.796 -0.207 0.523 -2.088 -0.485
C 0.524 -1.377 -1.205 -0.913 -5.085 -1.780
C 0.660 0.225 0.524 2.969 -3.653 -2.787
C 0.480 0.607 1.914 -0.213 -1.733 1.823
C -1.276 0.059 -1.162 0.564 1.283 3.475
N 1.713 -1.924 -0.608 -0.288 0.495 1.335
N 1.220 1.362 -0.275 0.864 -0.110 -1.803
N -0.187 -0.559 -0.319 -1.519 1.653 0.136
O -2.837 0.011 0.723 -0.508 -0.897 1.015
O -2.487 1.943 -0.277 -0.292 1.249 0.137
O 1.432 1.200 -1.516 -0.524 0.644 2.970
O 1.455 2.349 0.371 0.457 0.973 -1.025
H 2.896 -1.352 0.968 0.069 0.465 0.341
H 0.992 -1.053 -2.131 -0.988 0.953 -0.504
H -0.269 -2.267 -1.442 2.105 1.741 0.094
H 1.211 1.341 2.144 0.495 0.466 0.397
H 0.593 -0.237 2.648 -0.051 0.497 -1.009
H -0.470 1.012 2.108 -1.398 0.797 0.198
H -0.913 0.718 -1.915 0.344 0.550 -0.542
H -1.864 -0.699 -1.559 -0.727 -1.690 -0.998
H -2.677 -0.969 0.877 0.492 1.953 -1.094
```
Forces are in eV/Å.

The multiplicity is 1. For the orbital gap, the calculation gives 0.35247 Eh. The electronic energy is -19022.493 eV.

---

4.
A gas-phase ion, C6H9N4O2S (charge +1) at a distorted geometry. Source: OMol25; level of theory: ωB97M-V/def2-TZVPD.

```
22
Properties=species:S:1:pos:R:3:forces:R:3
O 3.127 -0.010 -1.641 1.314 -0.467 -0.959
C 3.196 -0.137 -0.219 1.520 0.968 0.128
C 1.812 -0.482 0.255 1.825 2.219 -2.013
C 1.423 -1.481 0.959 -0.765 -1.933 2.507
S -0.362 -1.402 1.106 -0.410 -0.294 -0.292
C -0.521 0.035 -0.154 3.423 -1.368 0.911
N -0.980 -0.550 -1.571 0.431 1.927 3.692
N -2.179 -0.552 -1.589 -2.574 -0.473 -1.677
C -3.154 -0.113 -0.604 -0.943 1.267 -0.266
N -2.751 0.769 0.549 3.182 -1.148 -2.233
C -1.434 0.880 0.713 -1.275 0.030 0.422
O -1.015 1.583 1.756 -0.151 -0.587 -1.678
N 0.879 0.464 -0.207 -0.808 0.532 -1.588
H 4.027 -0.138 -2.072 -1.767 0.281 1.053
H 3.460 0.886 0.171 -0.174 -0.920 0.039
H 4.026 -0.834 0.062 -1.128 0.314 0.104
H 2.072 -2.114 1.631 -1.165 0.495 -1.162
H -4.018 0.320 -1.153 0.895 0.228 0.196
H -3.575 -0.982 -0.195 -0.291 -1.570 0.621
H -3.364 1.223 1.183 -1.042 0.228 0.296
H -1.842 1.847 2.188 0.497 0.517 0.687
H 1.171 0.788 -1.167 -0.593 -0.246 1.213
```
Forces are in eV/Å.

The multiplicity is 1. For the orbital gap, the calculation gives 0.27323 Eh. The structure (SMILES) is OCC1=CS[C@]2(N=NC[NH+]=C2O)N1. The net charge is +1. The electronic energy is -27247.917 eV.

---

5.
C6H9N4O3P in the gas phase at a distorted geometry. Source: OMol25; level of theory: ωB97M-V/def2-TZVPD.

```
23
Properties=species:S:1:pos:R:3:forces:R:3
H 0.509 1.257 -2.109 -0.420 -0.787 1.617
N 1.003 1.216 -1.194 0.870 1.636 -1.129
C 1.147 0.163 -0.469 0.409 -0.304 -1.144
C 2.415 -0.014 0.228 -1.535 -2.953 0.872
C 2.816 -1.264 0.649 0.476 2.505 -0.797
C 2.064 -2.415 0.489 -2.087 -2.250 0.918
C 0.787 -2.271 -0.002 -0.644 -0.116 0.887
C 0.274 -0.992 -0.409 2.064 -0.338 -0.782
N -1.020 -0.919 -0.702 0.350 -1.642 1.405
O -1.748 -1.819 -0.300 -1.725 -0.387 -0.598
O -1.589 0.210 -1.124 -0.188 1.654 0.128
P -1.912 1.270 0.221 -1.041 -0.555 0.296
N -1.204 0.721 1.497 -0.409 1.376 -1.162
N -1.781 2.796 -0.449 1.762 -0.421 0.214
O -3.515 1.140 0.228 -0.367 -0.947 1.652
H 3.057 0.739 0.504 1.071 2.149 -0.144
H 3.798 -1.262 1.043 0.826 -0.457 0.604
H 2.307 -3.390 1.036 -0.038 1.499 -1.238
H -0.001 -3.025 0.126 0.832 0.035 -0.372
H -0.290 1.100 1.759 -0.526 -0.195 -0.135
H -0.838 3.003 -0.786 0.204 -0.318 0.759
H -2.318 3.167 -1.201 -1.419 -0.391 -0.194
H -3.961 0.587 0.961 1.534 1.206 -1.654
```
Forces are in eV/Å.

The multiplicity is 1. For the orbital gap (spin up / spin down), the calculation gives 0.25209 / 0.27115 Eh. The structure (SMILES) is [H]/N=C1/C=CC=C/C1=[N+](\[O-])O[P@@](=N)(N)O. The electronic energy is -27755.875 eV.

---

6.
A gas-phase ion, C6H9N4O4 (charge +1) at a distorted geometry. Source: OMol25; level of theory: ωB97M-V/def2-TZVPD.

```
23
Properties=species:S:1:pos:R:3:forces:R:3
C 3.682 -0.673 -0.994 -0.033 1.911 -1.337
O 2.861 -0.590 0.191 0.071 -1.297 0.437
C 1.691 -0.030 0.113 0.126 -0.064 0.699
O 1.307 0.748 -0.762 0.237 -0.937 0.661
C 0.798 -0.618 1.292 -0.065 3.088 -0.169
N -0.183 0.374 1.790 -0.479 -1.126 2.285
C -1.338 0.696 1.064 -1.460 -0.817 4.592
N -1.129 1.075 -0.094 2.220 1.534 -3.573
N -2.090 1.221 -1.000 -0.855 0.290 -0.020
C -3.372 0.816 -0.825 -0.112 -0.943 1.917
O -3.842 0.551 0.288 -0.056 0.777 -2.671
O 0.199 -1.702 0.639 -0.916 -1.357 0.119
C -1.052 -1.566 0.330 0.860 -1.232 -0.899
N -2.076 -1.490 -0.177 -0.603 -0.778 0.023
H 4.681 -0.268 -0.807 -0.404 0.045 0.307
H 3.105 -0.010 -1.641 0.940 -0.080 -0.726
H 3.809 -1.629 -1.502 -0.621 -0.432 0.924
H 1.409 -0.993 2.116 -0.053 0.202 -0.243
H -0.392 0.309 2.835 0.591 -0.115 -2.079
H -2.480 0.566 1.446 2.870 0.626 -0.713
H -0.086 0.978 -0.568 -1.012 0.507 1.131
H -1.823 1.587 -1.878 0.492 0.206 -0.829
H -3.680 0.648 -1.856 -1.740 -0.008 0.163
```
Forces are in eV/Å.

The multiplicity is 1. For the orbital gap, the calculation gives 0.38158 Eh. The structure (SMILES) is COC(=O)[C@@H](N/C=[NH+]/NC=O)OC#N. The net charge is +1. The electronic energy is -20507.418 eV.

---

7.
A molecular structure, C6H9N4S at a distorted geometry. Source: OMol25; level of theory: ωB97M-V/def2-TZVPD.

```
20
Properties=species:S:1:pos:R:3:forces:R:3
C -0.178 -0.706 1.978 0.358 1.387 -0.191
C -0.130 -0.678 0.584 0.003 0.204 2.256
C -0.014 0.317 2.977 0.054 1.503 0.387
C 0.360 0.216 -0.420 0.085 -1.335 1.192
C 1.248 1.308 -0.263 -1.216 -0.194 -0.557
C 0.046 1.697 2.938 0.867 0.295 -0.065
N 1.603 1.886 -1.363 -0.088 -0.273 -0.900
N 0.200 -0.077 -1.714 -0.788 -0.773 0.722
N 0.365 2.857 3.031 -0.431 -1.819 -0.412
N -1.109 -2.117 -3.278 2.983 -0.202 1.831
S 0.967 1.082 -2.605 0.466 0.298 -1.363
H -0.369 -1.655 2.521 -0.080 0.442 -1.090
H -0.497 -1.587 0.239 -0.447 -1.524 -1.122
H 0.011 0.001 4.028 -0.078 -0.015 -0.455
H -0.336 -0.996 -2.077 0.826 1.746 -0.539
H -0.019 3.795 3.113 -0.242 -0.597 0.013
H 1.513 1.692 0.659 0.730 0.713 1.671
H -1.472 -1.778 -4.091 -2.196 1.558 -2.153
H -1.734 -2.472 -2.597 -0.915 -0.795 -0.062
H -0.455 -2.787 -3.661 0.109 -0.619 0.840
```
Forces are in eV/Å.

The multiplicity is 1. For the orbital gap, the calculation gives 0.25704 Eh. The net charge is +1. The electronic energy is -23154.513 eV.

---

8.
C6H9NO in the gas phase at a distorted geometry. Source: OMol25; level of theory: ωB97M-V/def2-TZVPD.

```
17
Properties=species:S:1:pos:R:3:forces:R:3
N 1.478 0.155 -1.633 -1.763 2.650 1.244
C 1.169 0.107 -0.135 1.850 -0.600 -0.310
C 0.265 -1.197 0.075 6.840 0.038 0.635
C -0.935 -1.002 0.671 -7.114 0.926 3.159
C -1.593 0.167 1.042 -2.839 -1.781 -3.480
C -1.014 1.224 0.186 0.274 -0.887 0.285
O -0.545 2.440 0.515 2.133 1.178 -0.552
C 0.438 1.270 0.667 -1.280 1.359 1.639
H 0.626 0.079 -2.196 -0.340 0.806 0.788
H 1.944 -0.562 -2.104 1.881 -1.689 0.577
H 2.106 -0.029 0.519 -0.952 0.077 -1.648
H 0.111 -1.612 -0.895 0.003 -0.664 -0.710
H 0.967 -1.936 0.702 -1.631 1.078 -1.401
H -1.573 -1.900 0.671 0.268 0.163 0.574
H -2.776 0.123 0.932 2.263 -0.326 1.342
H -1.281 1.210 -0.958 0.649 -0.519 1.944
H 0.613 1.462 1.942 -0.242 -1.809 -4.085
```
Forces are in eV/Å.

The multiplicity is 1. For the orbital gap, the calculation gives 0.34547 Eh. The structure (SMILES) is N[C@@H]1CC=C[C@H]2O[C@H]12. The electronic energy is -9898.075 eV.

---

9.
2 unconnected molecules or ions with the total composition C6H9NO at a distorted geometry. Source: OMol25; level of theory: ωB97M-V/def2-TZVPD.

```
17
Properties=species:S:1:pos:R:3:forces:R:3
C 0.227 2.336 -0.828 1.018 2.058 0.673
C -0.087 1.549 0.164 -1.348 1.531 2.617
C -0.515 0.223 -0.057 0.256 -1.777 -0.703
C -1.119 -0.626 0.805 0.500 -1.833 0.215
C -1.137 -1.994 0.275 0.354 3.158 -0.329
C -0.701 -1.850 -1.021 1.542 3.993 3.012
N -0.171 -0.487 -1.194 -2.424 -2.650 1.057
H 0.176 2.185 -1.865 -0.047 -0.899 -1.175
H 0.635 3.294 -0.578 -0.062 0.663 0.038
H -0.235 2.002 1.267 0.793 -1.238 -2.603
H -1.382 -0.364 1.796 -0.281 0.233 0.777
H -1.282 -2.808 0.948 -0.681 -0.738 -0.484
H -0.802 -2.452 -1.807 0.262 -2.469 -2.997
H 0.324 -0.149 -1.994 -0.077 0.080 -0.145
O 2.206 0.011 1.236 1.641 2.947 -0.849
H 1.424 -0.006 1.716 -2.367 0.031 1.336
H 2.438 -0.863 1.137 0.920 -3.090 -0.441
```
Forces are in eV/Å.

The multiplicity is 1. For the orbital gap, the calculation gives 0.32720 Eh. The structure (SMILES) is C=Cc1ccc[nH]1.O. The electronic energy is -9903.405 eV.

---

10.
C6H9NO in the gas phase at a distorted geometry. Source: OMol25; level of theory: ωB97M-V/def2-TZVPD.

```
17
Properties=species:S:1:pos:R:3:forces:R:3
C -1.416 -0.823 -1.718 -2.368 4.161 3.581
C -1.019 -0.838 -0.227 -2.620 1.693 3.279
N 0.022 -1.045 1.003 -2.276 2.758 -2.190
C 0.990 -0.040 0.682 1.440 0.734 -0.566
C 1.584 1.084 1.439 3.155 0.758 2.422
C 0.466 1.343 0.474 -4.581 -1.648 0.799
O -0.149 1.570 -0.843 1.601 -0.207 -2.083
C -0.409 0.237 -1.174 -1.949 -3.491 0.396
H -1.209 -1.349 -2.524 1.419 -2.704 -3.562
H -2.517 -0.555 -1.631 1.376 -0.410 -0.563
H -2.113 -0.917 0.334 2.847 1.139 -1.247
H 0.291 -1.908 0.752 2.232 -4.096 -0.015
H 1.613 -0.132 -0.225 0.355 -0.793 0.883
H 2.766 1.223 1.596 -2.625 -0.016 -1.578
H 1.248 1.285 2.459 -0.483 -0.090 -0.303
H -0.586 1.324 0.903 1.955 0.577 1.561
H 0.437 -0.459 -1.301 0.522 1.635 -0.816
```
Forces are in eV/Å.

The multiplicity is 1. For the orbital gap, the calculation gives 0.37777 Eh. The structure (SMILES) is C1[C@H]2N[C@@H]3C[C@H]3O[C@H]12. The electronic energy is -9896.157 eV.

---

11.
2 unconnected molecules or ions with the total composition C6H9NO. Source: OMol25; level of theory: ωB97M-V/def2-TZVPD.

```
17
Properties=species:S:1:pos:R:3:forces:R:3
C 1.544 -0.351 -1.428 0.561 -0.543 0.305
C 1.129 0.485 -0.485 -0.652 0.512 -0.374
C -0.274 0.844 -0.250 0.496 0.025 0.144
C -0.716 1.929 0.560 -0.521 0.063 0.322
C -2.079 1.968 0.482 -0.322 0.173 -0.180
N -2.483 0.983 -0.377 0.059 -0.756 -0.034
C -1.390 0.266 -0.789 -0.006 0.080 -0.220
H 2.592 -0.586 -1.558 0.090 0.198 -0.004
H 0.883 -0.948 -2.040 -0.261 0.157 -0.046
H 1.816 1.088 0.095 0.326 -0.251 0.043
H -0.162 2.595 1.196 0.375 0.027 -0.151
H -2.806 2.651 0.895 0.144 -0.094 0.132
H -3.411 0.599 -0.435 -0.063 0.339 -0.086
H -1.450 -0.559 -1.485 -0.219 0.057 0.159
O 3.077 -4.365 1.758 -0.090 0.309 -0.064
H 2.336 -3.871 2.123 -0.098 -0.165 0.147
H 3.459 -3.722 1.152 0.178 -0.132 -0.091
```
Forces are in eV/Å.

The multiplicity is 1. For the orbital gap, the calculation gives 0.32811 Eh. The structure (SMILES) is C=Cc1cc[nH]c1.O. The electronic energy is -9904.587 eV.

---

12.
A molecular structure, C6H9NO at a distorted geometry. Source: OMol25; level of theory: ωB97M-V/def2-TZVPD.

```
17
Properties=species:S:1:pos:R:3:forces:R:3
C 0.081 2.026 0.107 2.080 -0.788 1.151
C -0.108 0.511 0.052 1.921 0.979 -0.758
C -0.785 -0.406 1.032 0.691 -0.295 0.457
C 0.253 -1.405 0.484 -0.192 3.920 -0.753
C -0.049 -1.532 -0.983 1.516 -2.000 -1.599
C -0.340 -0.172 -1.331 1.346 1.849 -0.275
H 0.952 2.311 -0.509 -0.709 -0.315 -0.651
H 0.619 2.253 1.084 -1.596 0.064 -0.527
H -0.783 2.612 -0.142 -0.340 0.395 0.253
H -1.772 -0.721 0.816 -1.309 0.122 0.055
H -0.614 -0.119 2.094 -0.116 -0.331 -0.780
H 0.477 -2.186 1.053 1.305 -3.481 2.059
H 1.651 0.102 1.273 -0.822 -0.601 -0.922
H 0.446 -2.258 -1.663 0.052 0.657 0.875
H -0.017 0.370 -2.214 0.039 -0.224 0.001
N 1.284 -0.225 0.338 -1.409 0.031 0.512
O -1.297 -1.163 -1.492 -2.457 0.017 0.902
```
Forces are in eV/Å.

The multiplicity is 1. For the orbital gap, the calculation gives 0.37632 Eh. The electronic energy is -9901.835 eV.